Record 1
52
Properties=species:S:1:pos:R:3:lowdin_charge:R:1 method="wB97M-V/def2-TZVPD" multiplicity=1 e_homo_ev=-7.733 e_tot_ev=-35384.9067 e_above_lowest_kcal_mol=44.67 smiles="COc1ccc(NC(=O)CCCN2C(=O)[C@@H]3[C@H](C2=O)[C@H]2C=C[C@@H]3C2)c(OC)c1" gap_ha=0.3046 fmax_ev_per_a=0.688 e_lumo_ev=0.56
H -2.061 -2.599 -2.742 0.10
C -3.147 1.253 0.251 0.01
O 0.254 -0.027 1.469 0.13
O 4.068 1.595 -0.385 0.12
C -3.276 -1.394 -0.541 0.06
C 0.761 3.086 -1.084 -0.09
C -1.182 -2.418 -2.117 -0.08
C 4.037 -2.902 -0.432 -0.04
N 2.062 1.069 0.590 0.06
N -0.997 1.448 -0.918 0.15
H 1.609 -2.621 1.729 0.15
H 1.115 -1.582 -0.674 0.14
H -5.010 0.929 1.222 0.10
C -2.193 -0.626 -0.911 -0.20
H -7.063 -2.076 1.437 0.09
H 1.206 2.276 -1.665 0.11
C 3.197 0.800 -0.147 -0.39
H -3.367 -2.430 -0.820 0.12
H -6.038 -0.905 2.303 0.10
C 1.846 -1.196 0.037 -0.12
C 3.138 -0.652 -0.575 -0.11
O -1.137 -1.085 -1.667 -0.11
C -2.124 0.723 -0.513 -0.16
H 1.283 4.362 0.567 0.12
C 2.915 -3.376 0.094 -0.04
C 2.349 -2.308 0.997 -0.21
C -6.384 -1.233 1.318 -0.09
H -6.913 -0.410 0.826 0.09
H 0.652 3.956 -1.735 0.13
H 2.431 -4.314 -0.104 0.11
H 5.237 -1.086 0.026 0.15
H -3.086 2.282 0.560 0.11
H 2.529 2.634 1.882 0.14
C -0.621 2.704 -0.567 -0.47
C -4.235 0.479 0.624 -0.02
H -0.282 -2.562 -2.716 0.09
H -1.179 -3.123 -1.280 0.10
C -4.305 -0.847 0.231 -0.27
H 0.798 2.262 1.666 0.13
H -0.365 0.896 -1.480 0.13
C 1.675 3.466 0.086 -0.16
O -5.321 -1.708 0.530 -0.09
H 4.681 -3.362 -1.158 0.11
H 3.500 -0.738 2.050 0.13
H 2.674 3.678 -0.295 0.11
C 1.757 2.371 1.152 -0.10
O -1.290 3.468 0.095 0.08
H 4.226 -2.358 2.131 0.13
C 4.240 -1.508 0.110 -0.21
H 3.208 -0.720 -1.662 0.16
C 3.646 -1.674 1.514 -0.08
C 1.247 -0.030 0.792 -0.39

---

Record 2
52
Properties=species:S:1:pos:R:3:lowdin_charge:R:1 method="wB97M-V/def2-TZVPD" multiplicity=1 e_homo_ev=-7.878 e_tot_ev=-36753.9046 e_above_lowest_kcal_mol=58.26 smiles="Cc1cc(C(=O)COC(=O)c2nc3nccc(C)n3n2)c(C)n1C[C@@H]1CCCO1" gap_ha=0.2851 fmax_ev_per_a=1.455 e_lumo_ev=-0.12
N -0.629 3.318 3.085 0.15
C 3.857 1.432 -1.199 -0.06
H -2.472 -0.082 -2.960 0.13
C -2.146 -1.403 -1.296 -0.30
O -3.272 -2.204 -1.620 -0.10
C 1.647 0.735 -2.237 -0.11
C -0.917 2.003 5.070 0.00
C -1.185 3.114 4.251 -0.12
H -1.889 3.870 4.569 0.11
H -0.088 -1.999 -0.829 0.11
H -2.193 1.497 -0.463 0.07
H 1.160 2.636 -1.163 0.11
H -1.121 -4.534 -0.777 0.11
O 2.712 -0.449 0.346 0.15
C 1.131 -1.473 -3.482 0.01
H 0.820 -2.380 -2.967 0.07
H -1.407 3.008 -0.906 0.08
N 0.948 2.352 1.561 0.22
C -1.108 -2.343 -0.677 -0.11
C -0.464 1.316 -1.723 -0.26
C 0.785 -0.248 -2.718 -0.20
N 0.537 1.272 3.440 0.00
H 2.209 -1.499 -3.615 0.08
H -0.200 -0.290 6.293 0.08
C -2.946 -3.582 -1.510 -0.19
C 1.640 1.207 1.672 -0.23
C 2.541 0.715 0.601 -0.45
H -1.285 -2.428 0.396 0.12
H -1.435 -1.465 -3.337 0.13
H -2.400 2.145 -2.092 0.08
H 4.179 2.397 -1.598 0.14
C -0.023 1.050 4.645 -0.23
O 3.107 1.735 -0.033 0.00
C 0.831 1.723 -1.616 0.01
C -1.653 -0.703 -2.587 -0.06
C 0.378 -0.175 5.381 -0.01
N -0.483 0.102 -2.378 0.00
C -1.427 -3.671 -1.362 -0.15
N 1.417 0.525 2.789 0.19
H -0.953 -3.728 -2.342 0.10
C 3.088 0.662 -2.286 -0.34
H -3.451 -3.992 -0.624 0.12
H 0.246 -1.046 4.741 0.09
H -3.324 -4.099 -2.396 0.12
O 3.729 0.027 -3.102 0.08
H 0.665 -1.454 -4.468 0.09
H 1.439 -0.122 5.626 0.09
C -1.690 2.026 -1.273 -0.02
H -1.408 1.898 6.023 0.11
H -2.473 -0.640 -0.582 0.13
H 4.738 0.833 -0.943 0.14
C 0.238 2.411 2.670 -0.32

---

Record 3
14
Properties=species:S:1:pos:R:3:lowdin_charge:R:1 method="wB97M-V/def2-TZVPD" multiplicity=1 e_homo_ev=-15.351 e_tot_ev=-29768.1431 e_above_lowest_kcal_mol=6.19 smiles=C[C@H]([NH3+])C(Cl)Cl gap_ha=0.4301 fmax_ev_per_a=5.386 total_charge=+1 e_lumo_ev=-3.65
H 1.767 -1.075 -0.412 0.12
C -0.142 -0.105 0.381 -0.44
H 0.386 2.050 0.644 0.04
H -0.525 -0.815 -1.414 0.14
N -1.006 -0.838 -0.502 0.17
H -2.017 -0.522 -0.820 0.23
H -0.624 0.055 1.401 0.17
Cl -1.795 2.133 -0.015 0.65
Cl 0.546 1.484 -1.690 0.67
C 1.265 -0.696 0.538 -0.04
H 1.399 -1.550 1.149 0.08
C -0.143 1.508 -0.060 -1.00
H 1.780 0.122 0.978 0.08
H -0.892 -1.751 -0.177 0.15

---

Record 4
11
Properties=species:S:1:pos:R:3:lowdin_charge:R:1 method="wB97M-V/def2-TZVPD" multiplicity=1 e_homo_ev=-9.595 e_tot_ev=-11823.6530 e_above_lowest_kcal_mol=135.61 gap_ha=0.2931 fmax_ev_per_a=10.727 e_lumo_ev=-1.62
H 1.860 0.729 -0.167 -0.04
C 1.226 -1.099 -0.047 0.10
O 0.890 1.498 -0.231 0.00
C -0.063 -0.550 -0.135 -0.33
C -0.252 0.767 -0.046 -0.29
N -2.123 -0.271 -0.027 0.14
O -1.140 -1.205 -0.056 0.07
C -1.539 0.926 0.122 -0.02
O 2.237 -0.162 0.223 0.04
H 1.217 -2.265 -0.199 0.18
H -2.314 1.632 0.563 0.17